No. 1
C31H42BBaN5O5S4 as an isolated structure at a distorted geometry, computed with ωB97M-V/def2-TZVPD.

Summary:
net charge	+2
frontier orbital gap	3.08	eV

Each line ends with the Mulliken charge.
Atoms and positions in Å:
C: 1.823 -0.996 1.820  -0.85
C: 0.891 -0.152 0.772  0.20
N: -0.166 0.648 1.356  0.32
C: -1.444 0.059 1.756  2.74
C: -2.583 0.831 0.943  -1.22
C: -2.730 2.419 1.151  -0.70
C: -1.931 3.302 0.034  -0.21
C: -2.466 4.830 0.266  -0.72
S: -1.801 6.010 -1.027  -0.11
C: -0.019 6.349 -0.578  0.29
N: 0.819 7.446 -0.967  -0.31
N: 2.028 7.153 -0.368  -0.31
C: 1.978 5.927 0.359  -0.03
O: 0.654 5.417 0.244  -0.06
C: -1.626 -1.512 1.407  -1.42
C: -1.901 -1.823 -0.171  -0.96
C: -1.612 -3.387 -0.525  -0.79
C: -0.644 -3.581 -1.796  -0.19
S: 0.906 -4.539 -1.437  -0.22
C: 2.363 -3.500 -1.995  0.06
S: 3.596 -3.300 -0.892  -0.07
N: 2.298 -2.984 -3.376  0.44
C: 1.915 -1.565 -3.456  0.09
C: 1.100 -1.144 -4.739  -0.40
C: 0.614 0.313 -5.002  -0.42
C: 0.937 1.441 -3.961  -0.64
C: 1.703 1.012 -2.681  -0.41
C: 2.198 -0.462 -2.412  -0.10
C: 3.479 -3.322 -4.195  -0.06
C: 3.245 -4.272 -5.430  -0.30
C: 4.415 -4.670 -6.404  -0.55
C: 5.854 -4.112 -6.129  -0.31
C: 6.133 -3.197 -4.911  -0.61
C: 4.925 -2.814 -3.993  0.06
O: -2.834 -2.099 2.047  -0.57
S: -2.267 -2.621 3.548  1.24
O: -1.585 -3.953 3.492  -0.61
O: -3.499 -2.727 4.450  -0.76
C: -1.192 -1.239 4.152  -1.12
C: -1.506 0.187 3.384  -1.08
C: -0.298 1.103 4.005  -0.21
C: -0.434 2.661 3.782  -0.59
N: 0.534 3.297 3.129  -0.53
B: -2.946 0.550 4.026  1.32
C: -3.142 1.492 5.368  -0.71
O: -4.240 0.015 3.502  -1.30
H: 2.680 -1.488 1.234  0.26
H: 2.325 -0.265 2.560  0.33
H: 1.231 -1.740 2.450  -0.04
H: 1.651 0.579 0.287  0.28
H: 0.639 -0.891 -0.061  -0.29
H: -0.125 1.658 1.265  0.01
H: -2.382 0.776 -0.199  0.29
H: -3.643 0.369 1.053  0.20
H: -3.845 2.649 0.909  0.32
H: -2.577 2.809 2.210  0.07
H: -0.809 3.353 0.224  0.18
H: -2.228 3.028 -1.034  0.34
H: -1.959 5.162 1.255  0.23
H: -3.595 4.891 0.406  0.45
H: 2.764 5.358 0.945  0.37
H: -0.715 -2.158 1.645  0.86
H: -3.024 -1.636 -0.347  0.38
H: -1.340 -1.115 -0.868  0.46
H: -1.196 -3.974 0.372  0.43
H: -2.638 -3.845 -0.800  0.26
H: -1.187 -4.133 -2.655  0.48
H: -0.360 -2.532 -2.175  -0.18
H: 0.867 -1.924 -5.542  0.32
H: 0.038 0.534 -5.971  0.34
H: 0.611 2.529 -4.154  0.37
H: 1.982 1.783 -1.869  0.35
H: 2.765 -0.700 -1.457  0.42
H: 2.218 -4.687 -5.702  0.32
H: 4.241 -5.339 -7.324  0.31
H: 6.713 -4.375 -6.826  0.33
H: 7.154 -2.768 -4.628  0.32
H: 5.143 -2.128 -3.102  0.23
H: -0.078 -1.474 4.206  0.33
H: -1.522 -1.037 5.245  0.66
H: -0.401 0.934 5.151  0.60
H: 0.742 0.665 3.763  0.16
H: -1.302 3.306 4.149  0.39
H: 0.293 4.299 3.051  0.29
H: -4.182 1.275 5.830  0.25
H: -3.185 2.573 4.991  0.26
H: -2.318 1.317 6.136  0.29
H: -4.609 0.756 2.944  0.58
Ba: -6.375 -0.886 3.881  1.87



No. 2
C31H42BF7N8O3S3Ta as an isolated structure at a distorted geometry, computed with ωB97M-V/def2-TZVPD.

Summary:
net charge	+1
energy above the lowest of the compared OMol25 structures with the same formula, charge and spin	0.0	kJ/mol
frontier orbital gap	7.94	eV

Each line ends with the Mulliken charge.
Atoms and positions in Å:
Ta: 0.245 -0.834 -0.722  -0.99
C: -0.134 4.685 -2.237  -1.65
C: 0.368 4.391 -0.823  1.58
C: 0.613 5.685 -0.044  -1.70
C: 1.681 3.624 -0.909  -2.45
N: -0.734 3.646 -0.114  0.93
C: -1.979 4.243 -0.019  -0.41
C: -2.782 3.405 0.658  -1.35
N: -2.044 2.293 0.990  0.00
B: -2.736 1.114 1.718  1.49
N: -1.772 0.424 2.723  0.33
C: -1.517 1.028 3.933  -1.33
C: -0.629 0.267 4.600  -0.31
N: -0.332 -0.819 3.797  0.44
C: -1.034 -0.695 2.646  0.28
S: -1.052 -1.803 1.311  -0.45
C: 0.588 -1.933 4.199  1.40
C: 1.192 -1.610 5.563  -2.26
C: -0.215 -3.228 4.305  -1.62
C: 1.720 -2.053 3.181  -1.66
N: -3.421 0.112 0.760  -0.10
C: -4.447 -0.672 1.235  -1.35
C: -4.810 -1.511 0.251  -0.37
N: -4.013 -1.243 -0.848  0.69
C: -3.154 -0.256 -0.508  -0.04
S: -1.904 0.458 -1.473  -0.41
C: -4.239 -2.024 -2.118  1.34
C: -5.713 -1.855 -2.492  -1.67
C: -3.908 -3.484 -1.809  -1.36
C: -3.394 -1.558 -3.297  -2.12
C: -0.800 2.448 0.509  -0.42
S: 0.490 1.299 0.718  -0.13
H: 0.661 5.164 -2.808  0.48
H: -0.992 5.357 -2.237  0.44
H: -0.415 3.763 -2.744  0.26
H: 1.407 6.248 -0.534  0.45
H: 0.927 5.465 0.977  0.38
H: -0.270 6.322 -0.007  0.38
H: 2.379 4.261 -1.453  0.68
H: 1.584 2.687 -1.451  0.40
H: 2.099 3.423 0.075  0.43
H: -2.184 5.210 -0.435  0.57
H: -3.815 3.499 0.939  0.64
H: -3.611 1.604 2.383  -0.21
H: -2.002 1.944 4.217  0.63
H: -0.204 0.405 5.573  0.57
H: 0.433 -1.540 6.342  0.54
H: 1.780 -0.691 5.542  0.47
H: 1.861 -2.425 5.831  0.45
H: -1.017 -3.121 5.037  0.42
H: 0.444 -4.031 4.637  0.46
H: -0.645 -3.513 3.347  0.29
H: 2.191 -1.081 3.016  0.47
H: 1.349 -2.442 2.238  0.28
H: 2.473 -2.742 3.565  0.54
H: -4.830 -0.558 2.233  0.63
H: -5.573 -2.265 0.235  0.57
H: -6.389 -2.260 -1.740  0.41
H: -5.903 -2.388 -3.424  0.45
H: -5.953 -0.802 -2.646  0.38
H: -4.542 -3.889 -1.021  0.38
H: -2.865 -3.577 -1.507  0.13
H: -4.065 -4.084 -2.705  0.47
H: -3.576 -0.514 -3.547  0.43
H: -3.692 -2.168 -4.150  0.63
H: -2.333 -1.703 -3.122  0.31
O: 1.318 -2.715 -0.458  -0.38
N: 2.526 -2.731 -0.051  -0.80
N: 2.942 -1.575 0.207  1.16
O: 2.108 -0.561 0.030  0.44
C: 4.294 -1.286 0.588  0.12
C: 5.215 -2.321 0.663  -0.75
C: 6.513 -2.015 1.032  -0.68
C: 6.874 -0.704 1.316  -0.54
C: 5.934 0.311 1.232  -0.96
C: 4.626 0.029 0.867  0.12
H: 4.922 -3.335 0.432  0.51
H: 7.247 -2.807 1.093  0.43
H: 7.892 -0.475 1.599  0.42
H: 6.215 1.333 1.449  0.45
H: 3.880 0.806 0.792  0.52
C: 1.147 -1.480 -4.457  -1.83
C: 1.457 -0.232 -3.642  1.05
O: 0.746 -0.233 -2.448  2.49
C: 1.019 1.028 -4.419  0.48
F: 1.685 1.145 -5.570  -0.28
F: 1.216 2.147 -3.710  -0.17
F: -0.287 0.958 -4.696  -0.26
C: 2.962 -0.185 -3.297  0.49
F: 3.733 -0.167 -4.380  -0.27
F: 3.276 0.869 -2.537  -0.20
F: 3.280 -1.291 -2.592  -0.26
H: 0.089 -1.490 -4.706  0.37
H: 1.375 -2.358 -3.855  0.44
H: 1.737 -1.505 -5.372  0.44
F: -0.782 -2.266 -1.448  -0.68